[1]
ORCA calculation (ωB97M-V/def2-TZVPD) on an isolated molecule of C3H4O2 in a non-equilibrium geometry.

The geometry in XYZ format:
```
9
Properties=species:S:1:pos:R:3:lowdin_charge:R:1
C -1.4007 -0.4787 0.0588 0.0453
C 1.4816 1.0622 0.2888 0.0255
O 0.0151 -0.9507 -0.2016 0.0088
C 0.9071 -0.0411 -0.0713 -0.4508
H -1.9365 -1.1737 -0.7406 0.1372
O 2.2928 -0.1200 -0.1797 -0.0215
H 1.7591 2.0653 -0.0548 0.0920
H -1.4042 0.5432 -0.1281 0.0645
H -1.7143 -0.9065 1.0285 0.0990
```

[2]
ORCA calculation (ωB97M-V/def2-TZVPD) on a cluster of 2 separate species, C3H4O2 in total in a non-equilibrium geometry.

The geometry in XYZ format:
```
9
Properties=species:S:1:pos:R:3:lowdin_charge:R:1
O 0.7909 -1.7821 0.1020 0.0770
H 2.1003 0.5166 0.6530 0.0912
C -1.8208 -0.3994 -0.1554 -0.0912
H 1.3937 0.9021 -0.9283 0.0971
H 0.5479 1.4105 0.5395 0.0789
C 1.1636 0.6302 0.1027 -0.0489
H -2.3572 -1.3028 -0.4483 0.0688
O -2.2686 0.6743 0.0750 0.0035
C 0.4501 -0.6494 0.0599 -0.2763
```

[3]
ORCA calculation (ωB97M-V/def2-TZVPD) on an isolated molecule of C3H4O2.

The geometry in XYZ format:
```
9
Properties=species:S:1:pos:R:3:lowdin_charge:R:1
H -0.8339 0.7663 -1.5892 0.1000
H -1.0498 0.9453 0.1844 0.0549
C 0.2825 -0.6238 -0.4637 -0.4650
C 0.7942 0.3677 1.6018 0.0944
C -0.9325 0.2379 -0.6350 -0.0029
H 1.7347 0.5155 2.1822 0.0275
O 0.5654 -1.5990 -1.0833 0.1549
H -1.8079 -0.4116 -0.7064 0.0986
O 1.2471 -0.1983 0.5093 -0.0624
```

[4]
ORCA calculation (ωB97M-V/def2-TZVPD) on a structure of composition C3H4O2 in a non-equilibrium geometry.

The geometry in XYZ format:
```
9
Properties=species:S:1:pos:R:3:lowdin_charge:R:1
C -0.1646 0.4100 -0.6048 -0.1532
C 1.5951 0.2587 0.2168 -0.0165
O 2.9054 0.2261 -0.5282 -0.1226
H -0.9598 -0.5819 0.7818 0.1197
C 3.1286 -0.3950 0.5246 -0.0667
H 1.6431 1.1655 0.8250 0.0674
H -0.3769 1.3619 -1.1739 0.1304
O -1.0222 0.3169 0.4197 -0.0340
H -0.0332 -0.3699 -1.3171 0.0753
```

Output
<S²>   2.016
Multiplicity   3

[5]
ORCA calculation (ωB97M-V/def2-TZVPD) on a cluster of 2 separate species, C3H4O2S in total in a non-equilibrium geometry.

The geometry in XYZ format:
```
10
Properties=species:S:1:pos:R:3:lowdin_charge:R:1
C -0.4843 1.5005 -1.4846 -0.4459
S 1.7846 0.1288 0.4768 0.6943
O -0.8615 0.5665 -0.9209 0.1259
H -0.5571 -0.2818 2.2504 0.0682
H -1.5148 -1.3427 1.4999 0.0211
C 0.2816 -0.8893 0.4007 -0.6056
H 1.8427 0.2277 -0.9672 -0.0742
O -0.1547 2.4388 -2.0393 0.2325
C -0.6403 -0.8639 1.3259 -0.0941
H 0.3037 -1.4847 -0.5416 0.0778
```

[6]
ORCA calculation (ωB97M-V/def2-TZVPD) on a cluster of 2 separate species, C3H4O2S in total in a non-equilibrium geometry.

The geometry in XYZ format:
```
10
Properties=species:S:1:pos:R:3:lowdin_charge:R:1
C 0.1337 -1.6020 -2.0610 -0.1337
S -0.5028 1.6601 2.4799 0.4583
C 0.3717 0.4372 -0.5246 -0.1567
O 0.2684 -2.4571 -2.8361 0.1809
H 0.4535 0.6115 2.6489 -0.1399
H -1.4492 0.6820 2.3801 -0.1935
H 0.9308 0.5501 0.3743 0.0438
H 0.5166 1.2742 -1.2198 0.1297
O -0.8280 -0.1597 -0.3221 -0.0238
C 0.1053 -0.9963 -0.9197 -0.1653
```

[7]
ORCA calculation (ωB97M-V/def2-TZVPD) on a structure of composition C3H4O2S in a non-equilibrium geometry.

The geometry in XYZ format:
```
10
Properties=species:S:1:pos:R:3:lowdin_charge:R:1
O 1.7758 -1.4088 0.1295 -0.3387
H -2.6353 -0.9468 0.0274 0.0759
O 3.1272 0.5627 -0.0708 -0.3240
H -1.8170 1.1527 -0.3461 0.0116
C 0.5366 0.9194 0.3201 -0.1386
C -1.5308 -0.9090 0.0807 -0.0083
H 0.7646 1.9339 0.0312 0.0213
C -1.2533 0.3836 -0.0847 -0.0482
H -0.8057 -1.6789 0.1054 0.0425
S 1.8380 -0.0089 -0.1926 0.7066
```

[8]
ORCA calculation (ωB97M-V/def2-TZVPD) on an isolated molecule of C3H4O3 in a non-equilibrium geometry.

The geometry in XYZ format:
```
10
Properties=species:S:1:pos:R:3:lowdin_charge:R:1
H 1.0745 -1.2350 -0.8251 0.0131
O -1.1617 0.0393 -1.0079 0.1578
C 1.1977 -0.6723 -0.0135 0.0805
C -0.2361 0.2594 0.1325 -0.3558
H 1.9754 0.1480 -0.1530 0.0998
O 0.0158 1.5482 0.4096 0.0779
C -1.5885 -0.2839 0.1988 -0.4356
H 1.3574 -1.1990 0.8925 0.0558
H -0.0920 2.0647 -0.3878 0.1226
O -2.5425 -0.6693 0.7541 0.1839
```

Table of energy above the lowest of the compared OMol25 structures with the same formula, charge and spin (eV), in record order: 5.147, 2.752, 2.989, 4.749, 1.309, 4.182, 5.378, 2.533
Table of molecular weight (g/mol), in record order: 72.06, 72.06, 72.06, 72.06, 104.13, 104.13, 104.13, 88.06